# 1
DFT (wB97M-V/def2-TZVPD) results for C28H24BrNO7Pt as an isolated structure.

The geometry in XYZ format:
```
62
Properties=species:S:1:pos:R:3:forces:R:3
Pt 1.0281 -0.0680 -0.0910 -0.21 0.20 -0.09
O 0.4802 4.3673 4.5687 -0.03 -0.03 0.01
C 0.6463 3.4179 3.8596 -0.01 -0.15 0.12
C 0.4762 1.9352 4.2536 0.06 0.14 -0.16
O 0.1204 1.5087 5.3147 -0.01 0.04 0.02
C 0.8617 1.1129 3.0370 0.01 0.10 -0.05
C 1.2032 2.0375 1.9500 -0.16 0.15 0.20
O 1.5456 1.7248 0.7774 0.02 -0.20 -0.04
C 1.0871 3.4465 2.3996 0.01 -0.16 -0.09
O 1.2708 4.4347 1.7299 0.05 0.01 0.00
O 0.9171 -0.1051 2.9848 -0.01 -0.07 -0.03
O -0.7137 -4.9714 -3.3788 0.04 0.02 0.00
C -0.3382 -3.9312 -2.6183 -0.03 -0.02 -0.07
C -0.4418 -3.9208 -1.2307 0.01 0.02 0.04
C -0.0423 -2.7935 -0.5561 -0.05 0.01 0.06
N 0.4351 -1.7008 -1.1692 0.13 0.14 -0.15
C 0.5713 -1.7386 -2.5032 -0.04 -0.04 0.05
Br 1.3556 -0.2703 -3.3598 -0.07 0.00 -0.08
C 0.1880 -2.8209 -3.2651 0.01 0.00 0.03
H -1.0391 -5.6945 -2.8311 -0.02 -0.01 0.01
H -0.8278 -4.7691 -0.6819 0.00 0.00 0.00
H -0.0904 -2.7419 0.5217 -0.03 0.00 -0.01
H 0.3035 -2.8131 -4.3378 0.00 0.01 0.00
C 3.3853 -2.1291 1.7885 -0.11 -0.03 0.02
C 3.8659 -1.0851 0.7755 0.21 0.07 -0.09
C 4.1978 0.2275 1.4723 -0.10 0.03 -0.03
C 5.0726 -1.6024 -0.0026 -0.06 -0.01 -0.06
O 2.8045 -0.9533 -0.1550 -0.05 -0.18 0.25
H 4.1841 -2.3205 2.5060 0.01 -0.01 0.00
H 3.1330 -3.0628 1.2831 0.05 0.00 0.00
H 2.5095 -1.7582 2.3220 0.03 0.00 -0.01
H 5.1107 0.1118 2.0571 0.01 -0.01 -0.01
H 3.3969 0.5198 2.1463 -0.01 0.01 0.03
H 4.3474 1.0211 0.7397 0.02 0.00 0.01
H 5.9071 -1.7892 0.6733 0.01 0.00 0.00
H 5.3847 -0.8671 -0.7452 0.02 0.00 0.00
H 4.8203 -2.5297 -0.5182 0.01 0.00 0.01
C -3.7432 1.7680 -4.3654 0.05 0.02 -0.01
C -2.6863 2.6832 -4.3694 -0.08 -0.04 -0.04
C -1.7548 2.6739 -3.3599 0.01 -0.06 0.14
C -1.8402 1.7451 -2.2840 -0.09 -0.20 -0.33
C -2.9230 0.8224 -2.3048 0.11 0.12 -0.01
C -3.8485 0.8453 -3.3285 0.01 0.00 -0.02
C -0.8618 1.7584 -1.2791 0.11 -0.10 0.45
C -0.7973 0.8144 -0.1482 0.18 -0.20 -0.57
C -1.8289 0.6523 0.7941 -0.04 0.35 0.24
C -1.9200 -0.4617 1.6691 0.10 0.07 -0.01
C -2.8853 -0.5279 2.6479 -0.04 -0.01 0.04
C -3.8059 0.5066 2.8103 0.01 0.00 0.00
C -3.7598 1.6029 1.9512 -0.01 -0.03 -0.03
C -2.8091 1.6760 0.9558 -0.04 -0.13 -0.09
H -4.4719 1.7746 -5.1650 -0.01 0.02 0.01
H -2.6016 3.4040 -5.1727 0.00 0.00 0.00
H -0.9393 3.3876 -3.3642 0.01 0.00 0.01
H -3.0187 0.0994 -1.5076 0.01 -0.01 0.06
H -4.6690 0.1385 -3.3218 0.01 -0.01 0.00
H -0.0380 2.4537 -1.4153 -0.06 0.14 0.20
H -1.1979 -1.2603 1.5733 0.07 0.03 0.07
H -2.9174 -1.3834 3.3108 0.01 -0.01 0.00
H -4.5431 0.4617 3.6003 -0.02 -0.01 -0.01
H -4.4753 2.4074 2.0663 0.01 0.01 0.00
H -2.7804 2.5288 0.2897 0.00 0.02 0.03
```
Forces are in eV/Å.

Results
ΔE to the lowest compared entry with this formula, charge and spin   1.81 kcal per mole
LUMO energy (spin up / spin down)   -0.3 / -2.6 eV
Charge   0
Energy   -118531.7934 eV
Orbital gap (spin up / spin down)   0.2117 / 0.2262 Ha
<S²>   6.10
2S+1   5

Results of the Löwdin charge analysis, in e, for atoms 1 through 4: 1.249, 0.174, -0.233, -0.235

=====

# 2
DFT (wB97M-V/def2-TZVPD) results for C17H22FeN3 as an isolated structure in a non-equilibrium geometry.

The geometry in XYZ format:
```
43
Properties=species:S:1:pos:R:3:forces:R:3
C 1.2210 1.7331 1.8780 -0.54 -0.08 -0.30
C 2.5217 1.5095 2.6528 0.40 0.09 0.55
N 3.1472 0.4445 1.9043 -0.17 0.07 -0.30
C 4.4511 -0.1636 1.9113 0.32 0.06 0.47
C 4.3963 -1.0797 0.6848 0.12 -0.47 -0.40
N 3.0992 -0.7868 0.0801 -1.35 0.69 -0.08
C 2.4319 0.0950 0.8427 -0.48 0.56 0.32
N 1.2415 0.7239 0.7976 1.80 -1.25 1.02
H 0.3504 1.5404 2.5123 0.09 0.16 -0.05
H 1.1450 2.7530 1.4734 0.00 -0.39 -0.07
H 3.1526 2.4075 2.6740 -0.01 -0.16 -0.05
H 2.3358 1.2009 3.6877 0.04 0.02 -0.11
H 5.2364 0.5966 1.8203 0.01 0.02 -0.05
H 4.6082 -0.7202 2.8405 0.08 -0.08 0.01
H 5.1914 -0.8548 -0.0278 0.09 0.03 0.05
H 4.4455 -2.1357 0.9607 0.04 0.03 0.09
H 2.6621 -1.2407 -0.7134 0.32 0.05 0.25
C 0.6052 1.9852 -1.5789 2.03 1.97 0.39
C -0.4216 1.1240 -1.7849 -2.62 -1.94 -0.69
C -1.6855 1.0503 -1.0164 0.00 2.69 0.24
C -3.0366 1.1321 -1.5787 1.17 1.53 0.53
C -3.9941 0.7729 -0.5562 0.36 0.78 1.06
C -3.2657 0.4535 0.6532 -0.50 2.21 0.24
C -1.8537 0.6364 0.3840 -0.36 1.35 -0.69
Fe -2.6412 -0.6661 -0.8503 -0.26 -0.02 -0.04
C -1.2443 -2.0165 -1.2738 -0.67 -1.58 -1.00
C -2.0976 -1.7420 -2.4188 0.46 -1.95 0.23
C -3.4716 -2.0006 -2.0239 0.32 -1.42 0.49
C -3.4667 -2.4391 -0.6396 0.82 -2.74 -1.00
C -2.0921 -2.4447 -0.1775 -0.75 -1.35 -0.79
H 1.5962 1.8069 -2.0051 -0.30 0.16 -0.14
H 0.4759 2.9589 -1.1072 0.02 -0.01 0.15
H 0.7830 0.8914 -0.0950 -0.26 0.47 -0.87
H -0.4377 0.5301 -2.7109 -0.05 -0.01 0.23
H -3.2483 1.5065 -2.5795 0.03 -0.40 0.29
H -5.0757 0.8100 -0.6594 0.28 -0.27 -0.05
H -3.6978 0.1881 1.6141 0.10 -0.04 -0.26
H -1.0402 0.5389 1.0890 -0.28 -0.41 -0.11
H -0.1580 -2.0243 -1.2700 -0.35 0.39 0.13
H -1.7610 -1.4998 -3.4204 -0.13 0.26 0.28
H -4.3385 -1.9610 -2.6748 0.16 0.23 0.19
H -4.3247 -2.8012 -0.0825 0.14 0.36 -0.01
H -1.7450 -2.8129 0.7841 -0.11 0.38 -0.16
```
Forces are in eV/Å.

Results
LUMO energy (spin up / spin down)   2.9 / 2.8 eV
Charge   -1
Energy   -56835.2202 eV
Orbital gap (spin up / spin down)   0.0978 / 0.2656 Ha
<S²>   6.04
2S+1   5

Results of the Löwdin charge analysis, in e, for atoms 1 through 4: -0.127, -0.197, -0.045, -0.304

=====

# 3
DFT (wB97M-V/def2-TZVPD) results for a 3-piece molecular cluster, C24H51B4ClN2O8 overall in a non-equilibrium geometry.

The geometry in XYZ format:
```
90
Properties=species:S:1:pos:R:3:forces:R:3
C 4.0881 1.2292 -0.0520 0.05 0.03 -0.06
O 4.2159 1.0656 -1.4474 -0.19 -0.18 0.09
C 3.3146 1.7987 -2.2483 0.11 0.04 -0.42
C 2.9378 0.9759 -3.4701 -0.19 0.19 0.50
C 2.0338 -0.1941 -3.1038 -0.08 -0.09 -0.08
C 1.7728 -1.2004 -4.2478 -0.10 -0.10 -0.19
B 2.1519 -0.6956 -5.6722 -0.51 -0.68 -0.50
O 1.5582 0.4191 -6.2879 0.51 0.24 0.78
B 2.4570 1.1735 -6.9836 -0.55 0.28 -0.68
Cl 2.4108 2.9343 -6.8712 -0.15 -0.04 -0.15
O 3.4467 0.5876 -7.7325 0.59 0.27 0.67
B 4.0231 -0.4921 -7.0472 -0.24 -0.79 -0.56
C 5.5569 -0.7453 -6.9566 -0.07 0.32 -0.58
B 6.5344 0.3200 -7.5948 0.04 -0.08 0.01
O 6.1849 1.2873 -8.5025 0.43 -0.22 -0.21
O 7.8402 0.3010 -7.1900 -0.12 0.07 0.37
O 3.1313 -1.3495 -6.4166 0.48 0.64 0.73
H 3.1582 1.7296 0.2197 -0.10 0.04 -0.03
H 4.9197 1.8145 0.3419 0.08 0.05 0.07
H 4.0878 0.2449 0.4132 0.08 -0.07 0.07
H 3.7804 2.7303 -2.5849 0.05 0.13 0.12
H 2.4029 2.0526 -1.7008 -0.03 -0.01 0.16
H 3.8711 0.6525 -3.9418 -0.01 -0.05 -0.18
H 2.3882 1.6512 -4.1271 0.16 0.00 -0.27
H 1.0799 0.1963 -2.7595 -0.08 0.12 0.06
H 2.4634 -0.7249 -2.2557 0.06 -0.05 0.04
H 2.3280 -2.1201 -4.0722 0.05 -0.08 -0.01
H 0.7161 -1.4813 -4.2666 -0.09 0.03 0.14
H 5.8362 -0.8529 -5.9067 -0.04 -0.17 0.10
H 5.7376 -1.7284 -7.4030 0.11 -0.13 0.06
H 5.3926 1.0804 -8.9963 -0.49 0.23 0.19
H 8.3111 1.0642 -7.5306 0.22 0.08 -0.20
C -4.2801 1.0553 -1.6956 0.09 0.08 0.21
C -3.2733 -0.0157 -2.1825 -0.71 0.82 -0.11
C -3.9399 -1.3898 -2.3319 0.09 -0.37 0.15
C -4.1806 -2.1262 -1.0177 0.03 0.08 -0.01
C -2.8839 -2.2092 -0.2183 -0.13 -0.19 -0.29
C -2.2625 -0.8369 0.0354 -0.19 0.40 1.00
N -2.0952 -0.0980 -1.2609 0.04 -1.42 -0.57
O -1.0450 -0.4999 -1.8846 0.26 0.43 0.04
C -3.1271 -0.0648 1.0436 -0.19 0.10 -0.07
C -0.8972 -0.9952 0.6937 0.26 -0.11 -0.17
C -2.8100 0.4344 -3.5631 0.24 -0.09 -0.12
H -4.1874 1.2945 -0.6425 -0.01 -0.08 -0.01
H -4.1209 1.9943 -2.2260 0.02 -0.03 -0.07
H -5.3089 0.7423 -1.8770 0.01 -0.03 -0.04
H -3.3040 -2.0183 -2.9636 0.09 0.06 0.04
H -4.8794 -1.2609 -2.8721 0.01 0.07 -0.04
H -4.9662 -1.6332 -0.4387 0.03 0.04 0.02
H -4.5446 -3.1335 -1.2296 -0.03 0.01 0.00
H -3.0572 -2.6963 0.7438 0.02 0.05 0.05
H -2.1696 -2.8348 -0.7632 0.05 0.08 -0.03
H -2.7678 0.9578 1.1646 0.02 0.00 0.00
H -3.0579 -0.5493 2.0166 0.13 -0.01 0.00
H -4.1842 -0.0343 0.7874 0.02 -0.01 -0.05
H -0.2340 -1.6324 0.1121 -0.02 0.06 -0.06
H -1.0290 -1.4454 1.6772 -0.07 0.04 0.04
H -0.4153 -0.0264 0.8296 -0.01 0.01 0.00
H -2.2349 1.3586 -3.5021 0.00 0.00 0.02
H -3.6919 0.6185 -4.1781 -0.06 0.02 0.03
H -2.1997 -0.3159 -4.0610 0.03 0.01 0.05
C -2.9997 -0.4168 7.0995 0.01 0.23 0.01
C -2.1030 -0.7525 5.8823 -0.81 -0.12 0.69
C -0.9145 -1.6366 6.2832 0.41 0.03 -0.06
C 0.2181 -0.8966 6.9887 -0.09 0.03 -0.03
C 0.6609 0.3033 6.1561 0.07 -0.35 -0.02
C -0.4921 1.2540 5.8382 -0.05 0.82 0.66
N -1.6250 0.4972 5.2090 1.06 -0.91 -0.45
O -1.4034 0.2962 3.9586 -0.37 0.29 -0.19
C -0.9217 1.9812 7.1237 -0.12 -0.09 0.05
C -0.0287 2.3365 4.8719 0.05 -0.04 -0.28
C -2.9771 -1.5481 4.9202 0.05 -0.02 -0.29
H -2.8497 0.5828 7.4906 0.06 -0.04 0.00
H -4.0523 -0.4679 6.8213 0.01 -0.06 -0.05
H -2.8380 -1.1213 7.9159 0.01 -0.04 -0.03
H -0.5069 -2.1030 5.3805 -0.04 0.09 -0.06
H -1.2844 -2.4499 6.9098 -0.07 -0.01 -0.01
H -0.0906 -0.5858 7.9905 -0.02 0.04 -0.01
H 1.0615 -1.5754 7.1271 -0.01 -0.01 0.02
H 1.4424 0.8622 6.6750 -0.02 0.06 0.00
H 1.1007 -0.0561 5.2204 -0.09 0.03 -0.05
H -1.8165 2.5808 6.9511 -0.01 -0.01 -0.01
H -0.1231 2.6543 7.4349 0.04 0.01 -0.09
H -1.1072 1.3155 7.9628 0.00 -0.01 -0.02
H 0.4045 1.9186 3.9663 -0.07 -0.03 -0.01
H 0.7322 2.9449 5.3602 -0.01 0.00 0.07
H -0.8571 2.9866 4.5877 -0.02 -0.02 0.00
H -3.7819 -0.9307 4.5196 0.01 0.02 0.02
H -3.4220 -2.3797 5.4681 -0.01 0.01 0.07
H -2.4091 -1.9571 4.0866 0.01 0.05 0.00
```
Forces are in eV/Å.

Results
LUMO energy (spin up / spin down)   0.5 / 0.3 eV
Charge   0
Energy   -60311.7121 eV
Orbital gap (spin up / spin down)   0.3219 / 0.3501 Ha
<S²>   2.01
2S+1   3

Results of the Löwdin charge analysis, in e, for atoms 1 through 4: -0.104, -0.181, -0.234, -0.170